The following is a DFT calculation (wB97M-V/def2-TZVPD) of a single C4H10N2O molecule.

Summary:
Max |F| ... 0.084 hartree/bohr
HOMO level ... -9.72 eV
M ... 102.1 g/mol
SMILES ... CCCNC(N)=O
E_LUMO ... 0.0332 hartree
Gap between HOMO and LUMO ... 10.63 eV
Relative energy (zero: lowest compared OMol25 entry of this formula, charge and spin) ... 177.5 kJ/mol

Each atom is followed by the atoms it is bonded to, with distances in Å.
Element x y z (Å)
1 C 2.076 -1.719 0.236  C2 1.570, H8 1.100, H9 1.201, H10 1.082
2 C 1.655 -0.735 1.384  C1 1.570, C3 1.575, H11 1.164, H12 1.126
3 C 0.769 0.483 0.923  C2 1.575, N4 1.487, H13 1.069, H14 1.039
4 N -0.464 -0.060 0.294  C3 1.487, C5 1.401, H15 1.029
5 C -1.110 0.634 -0.737  N4 1.401, N6 1.378, O7 1.253
6 N -2.377 0.120 -0.911  C5 1.378, H16 0.995, H17 1.017
7 O -0.761 1.697 -1.303  C5 1.253
8 H 2.048 -1.316 -0.787  C1 1.100
9 H 1.434 -2.733 0.292  C1 1.201
10 H 3.024 -2.224 0.368  C1 1.082
11 H 1.035 -1.483 2.023  C2 1.164
12 H 2.501 -0.293 1.981  C2 1.126
13 H 1.228 0.962 0.083  C3 1.069
14 H 0.364 1.072 1.676  C3 1.039
15 H -0.614 -1.077 0.352  N4 1.029
16 H -2.942 0.594 -0.243  N6 0.995
17 H -2.453 0.528 -1.839  N6 1.017